Density functional theory data (ωB97M-V/def2-TZVPD) for a cluster of 2 separate species, C6H15NO in total in a non-equilibrium geometry.

Last column: Löwdin charge in e.
Element x y z (Å)
C  1.872  -1.259  0.577  -0.309
C  1.808  -0.066  1.548  -0.110
C  3.311  -1.718  0.331  -0.095
H  1.244  -2.069  0.942  0.107
H  1.514  -0.867  -0.375  0.050
H  1.932  0.903  1.043  0.079
H  3.326  -2.718  -0.095  0.077
H  2.628  -0.089  2.262  0.076
H  0.858  -0.019  2.078  0.055
H  3.796  -1.055  -0.395  0.082
H  3.885  -1.617  1.252  0.077
C  -1.704  1.010  0.476  -0.094
C  -2.263  -0.381  0.911  -0.025
C  -1.393  0.979  -1.006  -0.386
O  -2.151  1.606  -1.784  0.358
N  -0.302  0.407  -1.449  0.271
H  -2.477  1.763  0.630  0.135
H  -0.809  1.267  1.019  0.115
H  -2.192  -0.377  1.999  0.098
H  -1.542  -1.140  0.608  0.077
H  -0.047  0.496  -2.431  0.168
H  0.254  -0.261  -0.898  0.099
H  -3.269  -0.495  0.524  0.095

Results
⟨S²⟩ ... 0.755
Multiplicity ... 2
Highest occupied orbital energy (spin up / spin down) ... -15.15 / -15.14 eV
Gap between HOMO and LUMO (spin up / spin down) ... 11.14 / 6.36 eV
Energy above the lowest of the compared OMol25 structures with the same formula, charge and spin ... 1.366 eV
E_LUMO (spin up / spin down) ... -4.00 / -8.79 eV
Net charge ... +1